{
  "formula": "C2H2N2O2",
  "method": "the ωB97M-V functional and the def2-TZVPD basis",
  "symbols": ["N", "H", "C", "O", "O", "H", "N", "C"],
  "coordinates": [[-1.380852, -0.909495, -0.014687], [-2.092549, 1.155611, 0.039232], [-1.322940, 0.360445, -0.079362], [2.004858, -0.288024, -0.073068], [-0.028795, 0.786148, -0.033472], [2.241216, 0.678079, 0.199266], [-0.094821, -1.394642, -0.026364], [0.673883, -0.388119, -0.011546]],
  "forces_ev_per_a": [[-1.23, -0.26, -0.48], [0.64, -1.09, -0.38], [0.08, 0.97, 1.05], [0.04, 2.14, 0.91], [0.60, 0.34, -0.21], [-0.53, -2.50, -0.76], [0.53, -1.28, 0.26], [-0.12, 1.67, -0.39]],
  "lowdin_charge": [0.045, 0.147, -0.184, 0.114, 0.078, 0.183, 0.102, -0.484],
  "smiles": "Oc1nnco1",
  "homo_energy_ev": -10.146,
  "largest_force_ev_per_a": 2.67,
  "orbital_gap_ha": 0.3839
}

{
  "formula": "C2H2N2O2",
  "method": "the ωB97M-V functional and the def2-TZVPD basis",
  "symbols": ["H", "C", "O", "O", "N", "C", "N", "H"],
  "coordinates": [[-2.434428, -0.777546, 0.183086], [1.311927, 0.489203, -0.032398], [0.025197, -1.108248, -0.146807], [-1.915852, 0.028845, 0.008404], [0.057299, 1.097766, -0.100398], [-0.606764, 0.042016, -0.073324], [1.333048, -0.813126, 0.046341], [2.229576, 1.041087, 0.115099]],
  "forces_ev_per_a": [[1.18, 0.09, -0.19], [1.17, 0.48, 0.85], [-1.52, -1.38, 0.90], [-1.64, 0.32, -0.14], [2.90, 0.85, 0.23], [-3.48, -1.88, -0.48], [1.49, 1.46, -0.95], [-0.10, 0.06, -0.22]],
  "lowdin_charge": [0.149, -0.168, 0.052, 0.157, 0.198, -0.579, 0.076, 0.116],
  "homo_energy_ev": -10.350,
  "largest_force_ev_per_a": 3.99,
  "orbital_gap_ha": 0.3964
}

{
  "formula": "C2H2N2O2",
  "method": "the ωB97M-V functional and the def2-TZVPD basis",
  "symbols": ["O", "C", "O", "H", "H", "N", "C", "N"],
  "coordinates": [[0.719048, -0.931479, -1.398664], [0.255476, -0.130616, -0.695377], [0.221478, -1.381110, 1.380005], [-0.317763, 0.585457, 1.236703], [-0.271548, -1.955205, 0.830981], [-0.255638, 2.675207, -0.931771], [-0.246969, 1.442113, -0.992033], [-0.104084, -0.304368, 0.570156]],
  "forces_ev_per_a": [[1.01, -1.11, -2.24], [-1.48, 2.94, 1.04], [0.60, 0.77, -0.91], [0.62, -2.77, -2.60], [-0.64, -2.75, -0.02], [-0.20, -8.12, -0.53], [1.36, 5.81, 0.55], [-1.26, 5.23, 4.71]],
  "lowdin_charge": [0.152, -0.505, 0.047, 0.225, 0.086, 0.098, -0.054, -0.049],
  "smiles": "N#CC(=O)NO",
  "homo_energy_ev": -10.999,
  "largest_force_ev_per_a": 8.14,
  "orbital_gap_ha": 0.4111
}

{
  "formula": "C2H2N2O2",
  "method": "the ωB97M-V functional and the def2-TZVPD basis",
  "symbols": ["C", "C", "H", "O", "O", "N", "H", "N"],
  "coordinates": [[1.009876, -0.994078, -0.307668], [1.230973, 0.544305, 0.028936], [-1.696617, 1.301000, 0.162749], [1.958235, 1.374039, 0.387352], [1.440815, -2.065433, -0.434161], [0.124345, -0.059242, -0.214298], [-2.162603, -0.441759, 0.565098], [-1.905027, 0.341169, -0.188009]],
  "forces_ev_per_a": [[2.10, -0.67, -0.09], [2.40, -0.32, 0.49], [-0.47, -1.21, 0.60], [0.31, 1.59, 0.23], [-0.22, -1.27, -0.27], [-4.87, 0.69, -0.33], [0.87, 2.85, -1.45], [-0.12, -1.66, 0.81]],
  "lowdin_charge": [-0.328, -0.341, -0.013, 0.209, 0.210, 0.203, 0.047, 0.014],
  "homo_energy_ev": [-8.944, -9.587],
  "largest_force_ev_per_a": 4.93,
  "orbital_gap_ha": [0.3250, 0.3079]
}